Version P
Here is 2 unconnected molecules or ions with the total composition H3NO3P2 from the Open Molecules 2025 dataset. Energies are from ωB97M-V with the def2-TZVPD basis set.

Its spin multiplicity is 1. Its charge is -2. Its LUMO energy is 7.6 eV. The highest occupied orbital energy comes out at 1.3753 eV.

CARTESIAN COORDINATES (ANGSTROEM)
N: -0.971 0.249 -0.142
O: 1.457 0.298 -1.401
O: 0.811 1.256 1.194
O: 1.079 -1.361 0.537
P: -0.803 1.510 0.922
P: 0.731 -0.071 -0.098
H: -0.765 -2.022 -0.269
H: -0.636 2.666 0.019
H: -0.904 -2.525 -0.761



Version Q
Here is a gas-phase ion, H3NO3P2 (charge -2) from the Open Molecules 2025 dataset. Energies are from ωB97M-V with the def2-TZVPD basis set.

Its spin multiplicity is 1. Its charge is -2. Its LUMO energy is 7.6 eV. The highest occupied orbital energy comes out at 0.7916 eV. The SMILES is O=P([O-])([O-])NP.

CARTESIAN COORDINATES (ANGSTROEM)
O: 0.994 -0.931 -1.532
P: 1.088 -0.393 -0.136
O: 1.498 1.068 -0.024
O: 1.668 -1.362 0.892
N: -0.604 -0.571 0.503
P: -1.732 0.624 0.164
H: -0.263 -0.476 1.553
H: -0.869 1.743 -0.266
H: -1.781 0.298 -1.156



Version R
Here is a molecular structure, H3NO3P2 from the Open Molecules 2025 dataset. Energies are from ωB97M-V with the def2-TZVPD basis set.

Its spin multiplicity is 1. Its charge is -2. Its LUMO energy is 7.5 eV. The highest occupied orbital energy comes out at 0.8906 eV.

CARTESIAN COORDINATES (ANGSTROEM)
N: 0.453 0.788 0.194
O: -0.749 -1.329 -0.141
O: -2.144 0.413 1.307
O: -1.887 0.662 -1.230
P: 1.193 -0.737 0.073
P: -1.357 0.108 0.067
H: 0.556 1.266 1.321
H: 1.163 -1.143 -1.393
H: 2.772 -0.029 -0.198



Relative energies in eV: version P 0.760; version Q 0.000; version R 1.036



Version P
Here is C5H10N2O2 in the gas phase from the Open Molecules 2025 dataset. Energies are from ωB97M-V with the def2-TZVPD basis set.

Its spin multiplicity is 1. Its LUMO energy is 0.9 eV. The highest occupied orbital energy comes out at -8.6614 eV. The SMILES is CO[C@]1(O)C[C@@H](C)N=N1.

CARTESIAN COORDINATES (ANGSTROEM)
C: 2.788 -0.946 0.354
O: 1.747 -0.052 0.668
C: 0.896 0.348 -0.395
O: 1.510 1.124 -1.298
C: -0.429 0.983 0.180
C: -1.377 -0.243 0.356
C: -2.820 0.028 -0.063
N: -0.730 -1.254 -0.661
N: 0.334 -0.912 -1.107
H: 3.712 -0.519 -0.059
H: 2.414 -1.750 -0.470
H: 2.924 -1.329 1.334
H: 2.021 0.666 -1.854
H: -1.003 1.664 -0.606
H: -0.136 1.470 1.071
H: -1.355 -0.789 1.343
H: -2.873 0.070 -1.203
H: -3.044 1.030 0.223
H: -3.568 -0.782 0.245



Version Q
Here is 2 unconnected molecules or ions with the total composition C5H10N2O2 from the Open Molecules 2025 dataset. Energies are from ωB97M-V with the def2-TZVPD basis set.

Its spin multiplicity is 1. Its LUMO energy is 0.6 eV. The highest occupied orbital energy comes out at -8.9485 eV.

CARTESIAN COORDINATES (ANGSTROEM)
C: 0.537 -2.112 0.756
C: 0.873 -0.815 -0.085
C: 0.605 0.427 0.413
C: 1.607 1.535 -0.005
C: -1.687 0.142 -0.687
H: 1.299 -1.869 1.594
H: -0.633 -1.983 1.065
H: 0.911 -3.202 0.082
H: 1.821 -1.027 -0.739
H: -0.138 0.472 1.178
H: 2.208 1.883 0.842
H: 1.010 2.498 -0.262
H: 1.537 -0.031 -1.598
H: -2.370 -0.433 -1.242
H: -3.765 1.291 0.904
N: -0.242 0.070 -0.801
N: -2.236 1.029 0.076
O: 2.275 1.125 -1.260
O: -3.612 1.002 -0.231



Version R
Here is 2 unconnected molecules or ions with the total composition C5H10N2O2 from the Open Molecules 2025 dataset. Energies are from ωB97M-V with the def2-TZVPD basis set.

Its spin multiplicity is 1. Its LUMO energy is 0.2 eV. The highest occupied orbital energy comes out at -9.3375 eV. The SMILES is [H]/N=C\C(C)=O.[H]/N=C\OC.

CARTESIAN COORDINATES (ANGSTROEM)
H: -0.635 0.041 -2.953
N: -0.438 -0.936 -2.697
C: -0.458 -1.062 -1.417
C: -1.096 0.078 -0.491
C: -2.188 -0.429 0.398
O: -0.922 1.240 -0.806
H: -0.355 -2.052 -0.949
H: -1.884 -1.358 0.883
H: -3.086 -0.593 -0.203
H: -2.394 0.321 1.168
H: 2.588 -1.950 -0.414
N: 2.516 -0.943 -0.594
C: 1.697 -0.411 0.246
O: 0.950 0.149 1.302
C: 0.971 1.564 1.609
H: 1.864 0.590 -0.200
H: 0.092 1.773 2.225
H: 1.864 1.799 2.190
H: 0.914 2.178 0.706



Version S
Here is C5H10N2O2 in the gas phase from the Open Molecules 2025 dataset. Energies are from ωB97M-V with the def2-TZVPD basis set.

Its spin multiplicity is 1. Its LUMO energy is 0.8 eV. The highest occupied orbital energy comes out at -7.5630 eV. The SMILES is COC(=O)/C=C(/C)NN.

CARTESIAN COORDINATES (ANGSTROEM)
C: 3.231 -1.236 -0.011
O: 2.358 -0.080 0.093
C: 1.036 -0.435 0.190
O: 0.791 -1.648 0.258
C: 0.169 0.715 0.295
C: -1.124 0.794 0.008
C: -1.798 2.128 0.035
N: -2.053 -0.128 -0.222
N: -1.700 -1.399 -0.553
H: 4.312 -0.913 0.050
H: 3.027 -1.660 -0.952
H: 3.020 -1.915 0.750
H: 0.713 1.614 0.524
H: -2.757 2.182 -0.373
H: -1.001 2.892 -0.352
H: -1.850 2.476 1.050
H: -3.044 0.123 -0.405
H: -0.810 -1.580 -0.030
H: -2.519 -1.929 -0.353



Relative energies in eV: version P 0.529; version Q 7.333; version R 3.421; version S 0.000



Version P
Here is C2H8NO2P in the gas phase from the Open Molecules 2025 dataset. Energies are from ωB97M-V with the def2-TZVPD basis set.

Its spin multiplicity is 1. Its LUMO energy is 0.7 eV. The highest occupied orbital energy comes out at -7.8083 eV. The SMILES is CP(C)(O)=NO.

CARTESIAN COORDINATES (ANGSTROEM)
C: 0.688 -0.396 -1.495
P: 0.028 0.323 0.077
C: 0.579 -0.673 1.523
O: 0.872 1.658 0.044
N: -1.499 0.823 0.047
O: -2.522 -0.268 -0.157
H: 1.754 -0.090 -1.780
H: 0.672 -1.426 -1.655
H: -0.054 0.135 -2.162
H: -0.322 -0.776 2.244
H: 0.845 -1.550 0.952
H: 1.450 -0.256 2.131
H: 0.690 2.270 0.746
H: -3.183 0.227 -0.515



Version Q
Here is C2H8NO2P in the gas phase from the Open Molecules 2025 dataset. Energies are from ωB97M-V with the def2-TZVPD basis set.

Its spin multiplicity is 1. Its LUMO energy is 0.4 eV. The highest occupied orbital energy comes out at -7.3107 eV. The SMILES is C[C@@H]([NH3+])P([O-])O.

CARTESIAN COORDINATES (ANGSTROEM)
C: 1.208 -0.943 0.902
C: 0.248 -0.428 -0.074
N: -1.226 0.021 0.881
P: 0.543 1.385 -0.890
O: 1.487 1.209 -1.957
O: -1.139 1.266 -1.513
H: 1.775 -0.040 1.293
H: 1.979 -1.608 0.464
H: 0.821 -1.653 1.571
H: -0.271 -1.069 -0.914
H: -1.847 -0.740 0.957
H: -0.783 0.588 1.575
H: -1.672 0.559 0.225
H: -1.122 1.454 -2.519



Relative energies in eV: version P 0.600; version Q 0.000



Version P
Here is 3 unconnected molecules or ions with the total composition C4H16N2O2 from the Open Molecules 2025 dataset. Energies are from ωB97M-V with the def2-TZVPD basis set.

Its spin multiplicity is 1. Its charge is +2. Its LUMO energy is -6.4 eV. The highest occupied orbital energy comes out at -18.0983 eV.

CARTESIAN COORDINATES (ANGSTROEM)
C: 0.022 -0.310 0.864
C: -1.208 0.485 0.360
C: -0.776 1.608 -0.516
C: -0.164 2.705 -0.105
N: -1.246 1.573 -1.937
N: -0.256 -1.437 1.759
H: 0.739 -0.533 0.063
H: 0.490 0.450 1.511
H: -1.995 -0.210 -0.024
H: -1.659 0.943 1.287
H: 0.181 3.430 -0.828
H: 0.010 2.883 0.945
H: -2.240 1.343 -1.946
H: -0.665 0.900 -2.455
H: -1.062 2.477 -2.378
H: 0.614 -2.027 1.939
H: -0.618 -1.283 2.713
H: -0.952 -2.095 1.393
H: 2.733 -2.956 2.574
H: 2.476 -2.940 0.959
O: 2.201 -2.637 1.828
H: 1.840 -0.476 -2.791
H: 0.544 -1.289 -2.864
O: 0.990 -0.605 -2.350



Version Q
Here is 3 unconnected molecules or ions with the total composition C4H16N2O2 from the Open Molecules 2025 dataset. Energies are from ωB97M-V with the def2-TZVPD basis set.

Its spin multiplicity is 1. Its charge is +2. Its LUMO energy is -6.3 eV. The highest occupied orbital energy comes out at -18.1373 eV.

CARTESIAN COORDINATES (ANGSTROEM)
C: -2.040 -0.420 -1.262
C: -0.979 0.436 -1.935
C: 0.142 0.797 -0.999
C: 1.221 1.497 -1.278
N: 2.152 1.769 -0.168
N: -1.525 -1.792 -0.935
H: -2.356 0.065 -0.337
H: -2.933 -0.538 -1.874
H: -0.550 -0.046 -2.824
H: -1.444 1.322 -2.363
H: 0.064 0.442 0.022
H: 1.464 1.857 -2.273
H: 3.125 1.650 -0.465
H: 2.062 2.721 0.197
H: 1.997 1.064 0.568
H: -1.212 -2.274 -1.782
H: -0.712 -1.771 -0.293
H: -2.248 -2.361 -0.492
H: 0.592 0.142 4.745
H: -0.474 -0.868 4.187
O: 0.445 -0.582 4.127
H: 0.797 -0.632 2.435
H: 1.452 -1.655 1.527
O: 0.962 -0.823 1.473



Version R
Here is 3 unconnected molecules or ions with the total composition C4H16N2O2 from the Open Molecules 2025 dataset. Energies are from ωB97M-V with the def2-TZVPD basis set.

Its spin multiplicity is 1. Its charge is +2. Its LUMO energy is -6.4 eV. The highest occupied orbital energy comes out at -16.5486 eV.

CARTESIAN COORDINATES (ANGSTROEM)
C: -0.256 -0.280 -1.658
C: -0.735 0.737 -0.627
C: -1.774 0.210 0.346
C: -3.035 0.571 0.231
N: -4.056 0.002 1.152
N: 1.233 -0.481 -1.622
H: -0.693 -1.272 -1.614
H: -0.507 0.124 -2.619
H: 0.021 1.387 -0.181
H: -1.232 1.568 -1.123
H: -1.394 -0.454 1.104
H: -3.398 1.292 -0.490
H: -4.878 0.592 1.170
H: -4.315 -0.959 0.939
H: -3.738 0.069 2.125
H: 1.802 0.310 -1.940
H: 1.548 -0.904 -0.724
H: 1.478 -1.207 -2.292
H: 4.420 0.152 1.076
H: 4.501 1.366 1.957
O: 4.237 1.094 1.070
H: 3.295 -2.046 0.724
H: 2.295 -1.236 1.532
O: 2.548 -1.443 0.624



Relative energies in eV: version P 0.288; version Q 0.000; version R 0.657



Version P
Here is 2 unconnected molecules or ions with the total composition C3H2Cl2N2 from the Open Molecules 2025 dataset. Energies are from ωB97M-V with the def2-TZVPD basis set.

Its spin multiplicity is 1. Its LUMO energy is 0.7 eV. The highest occupied orbital energy comes out at -8.9830 eV.

CARTESIAN COORDINATES (ANGSTROEM)
C: 2.000 0.531 -0.855
C: -0.881 -0.323 -0.029
C: 1.232 -0.457 -0.229
N: 1.925 0.685 0.368
N: -1.450 -0.973 -0.915
Cl: 2.903 1.088 -2.138
Cl: -1.221 0.575 1.364
H: 1.658 -1.542 -0.315
H: -2.461 -0.942 -0.902



Version Q
Here is 2 unconnected molecules or ions with the total composition C3H2Cl2N2 from the Open Molecules 2025 dataset. Energies are from ωB97M-V with the def2-TZVPD basis set.

Its spin multiplicity is 1. Its LUMO energy (alpha / beta) is -0.6 / -0.5 eV. The highest occupied orbital energy (alpha / beta) comes out at -9.3065 / -8.7197 eV.

CARTESIAN COORDINATES (ANGSTROEM)
C: 0.272 1.207 -0.280
C: -1.082 0.574 -0.026
C: 1.180 0.297 0.302
N: -0.694 -0.615 -0.602
N: 0.580 -0.144 -0.927
Cl: -2.650 0.919 0.558
Cl: 2.819 0.501 0.489
H: 0.866 -1.426 1.490
H: -1.289 -1.314 -1.005



Version R
Here is C3H2Cl2N2 in the gas phase from the Open Molecules 2025 dataset. Energies are from ωB97M-V with the def2-TZVPD basis set.

Its spin multiplicity is 1. Its LUMO energy is 0.5 eV. The highest occupied orbital energy comes out at -9.0598 eV. The SMILES is Clc1cncn1Cl.

CARTESIAN COORDINATES (ANGSTROEM)
Cl: 2.655 0.035 0.243
C: 0.940 -0.143 0.187
C: 0.100 -1.164 0.579
N: -1.179 -0.826 0.366
C: -1.215 0.351 -0.190
N: 0.108 0.754 -0.493
Cl: 0.512 2.168 -1.282
H: 0.214 -2.089 1.037
H: -2.136 0.913 -0.447



Version S
Here is 2 unconnected molecules or ions with the total composition C3H2Cl2N2 from the Open Molecules 2025 dataset. Energies are from ωB97M-V with the def2-TZVPD basis set.

Its spin multiplicity is 1. Its LUMO energy (alpha / beta) is -0.8 / -1.4 eV. The highest occupied orbital energy (alpha / beta) comes out at -9.1765 / -8.6176 eV.

CARTESIAN COORDINATES (ANGSTROEM)
C: 1.800 0.666 2.118
C: -0.293 1.332 0.831
C: 1.960 -0.220 1.058
N: 1.918 1.399 2.998
N: -0.381 2.142 -0.037
Cl: -1.317 0.634 1.993
Cl: 2.722 0.328 -0.338
H: 1.117 -0.943 1.022
H: -0.974 2.918 0.029



Relative energies in eV: version P 3.131; version Q 7.812; version R 0.000; version S 3.046



Version P
Here is 2 unconnected molecules or ions with the total composition C2H6O from the Open Molecules 2025 dataset. Energies are from ωB97M-V with the def2-TZVPD basis set.

Its spin multiplicity is 1. Its LUMO energy is 0.8 eV. The highest occupied orbital energy comes out at -10.2717 eV. The SMILES is C=O.C.

CARTESIAN COORDINATES (ANGSTROEM)
C: -0.357 -1.111 1.716
O: -0.658 -1.654 0.686
H: -1.027 -1.185 2.588
H: 0.612 -0.596 1.760
C: 0.276 0.900 -1.354
H: -0.398 0.998 -0.511
H: 1.276 1.178 -1.052
H: 0.014 1.601 -2.145
H: 0.262 -0.132 -1.687



Version Q
Here is 2 unconnected molecules or ions with the total composition C2H6O from the Open Molecules 2025 dataset. Energies are from ωB97M-V with the def2-TZVPD basis set.

Its spin multiplicity is 1. Its LUMO energy is 1.1 eV. The highest occupied orbital energy comes out at -10.0567 eV. The SMILES is C=C.O.

CARTESIAN COORDINATES (ANGSTROEM)
C: 2.927 -1.911 -1.681
C: 3.395 -0.626 -1.624
H: 3.407 -2.618 -2.299
H: 2.042 -2.176 -1.086
H: 4.299 -0.290 -2.180
H: 2.887 0.146 -1.100
O: -5.155 2.008 2.722
H: -4.361 2.472 2.857
H: -4.967 1.630 1.861



Relative energies in eV: version P 0.000; version Q 0.148